1.
Entry from the OMol25 dataset: C4H12NO3P as an isolated structure at a distorted geometry (the ωB97M-V functional and the def2-TZVPD basis).

Summary:
* maximum force: 0.1067 hartree/bohr
* highest occupied orbital energy: -8.30 eV
* E_tot: -21262.585 eV
* gap between HOMO and LUMO: 8.8642 eV

Atoms and positions in Å:
1 C -0.4339 -0.2469 1.5333
2 H -1.6283 -1.5387 0.4964
3 H 1.0301 -0.8643 2.5123
4 H -0.9817 -0.1322 2.4798
5 O 1.2245 2.1914 2.5418
6 H 1.9849 -0.7674 -1.8679
7 C -1.4060 -0.5103 0.4177
8 H -1.8655 0.1711 -1.5354
9 H -0.6658 -1.7056 -2.0817
10 O 0.7108 -0.8898 1.6574
11 H -2.4692 -0.0022 0.4568
12 C -0.1113 -0.7538 -1.8271
13 O 1.7171 1.4448 0.1410
14 H 0.0764 2.9909 0.7739
15 N 1.1771 -0.9134 -1.2853
16 H 1.4745 -1.8522 -0.8971
17 H -0.7214 0.9941 -0.6366
18 H -0.1453 -0.0876 -2.7379
19 C -1.0423 0.0484 -0.9286
20 H 1.4701 0.6507 -0.4519
21 P 0.6053 1.7732 1.2391


2.
Entry from the OMol25 dataset: a 3-piece molecular cluster, C4H12NO4 overall at a distorted geometry (the ωB97M-V functional and the def2-TZVPD basis).

Summary:
* maximum force: 0.0505 hartree/bohr
* highest occupied orbital energy: -3.18 eV
* E_tot: -14023.155 eV
* gap between HOMO and LUMO: 6.8033 eV
* total charge: -1

Atoms and positions in Å:
1 C 1.3994 -0.4236 -0.7110
2 H 0.9075 -1.8849 0.9005
3 H 1.8074 0.0502 2.0118
4 O -2.9098 1.6668 -0.3013
5 H -0.4884 0.4878 -0.9328
6 C 0.3505 1.1808 0.8616
7 H -0.0741 -2.0839 -0.5890
8 C 0.9545 -1.9079 -0.2102
9 H 2.3905 1.6473 1.4182
10 H 1.2438 1.5171 2.7972
11 H -2.6613 0.9166 -0.8798
12 H 2.3921 -0.1664 -0.2784
13 C 1.4962 1.0890 1.7994
14 O 1.7996 -2.7916 -0.6792
15 O -1.9097 -1.0530 -1.3022
16 H 1.5044 -0.4838 -1.7791
17 N 0.3971 0.5717 -0.3549
18 H -1.0524 -1.5547 -1.1585
19 H -2.1171 1.8009 0.2209
20 H -2.4729 -1.3204 -0.5738
21 O -0.6505 1.8580 1.1438


3.
Entry from the OMol25 dataset: C4H12NOPS as an isolated structure at a distorted geometry (the ωB97M-V functional and the def2-TZVPD basis).

Summary:
* maximum force: 0.0727 hartree/bohr
* highest occupied orbital energy: -8.52 eV
* E_tot: -28003.857 eV
* gap between HOMO and LUMO: 8.8426 eV

Atoms and positions in Å:
1 H 1.9706 1.6879 -0.0698
2 H 0.9998 -1.7319 0.9445
3 H -3.3720 -1.1875 1.3576
4 H 0.9938 -2.5084 -1.2752
5 O -1.6085 -0.2842 0.9711
6 P -0.5413 0.2498 -0.1126
7 S -1.1816 0.2774 -1.9406
8 H -0.8821 2.4629 0.7464
9 N 1.3743 -1.0668 0.2684
10 C -2.5572 -1.2833 0.6416
11 H 0.8503 2.6086 -1.0798
12 C 1.6900 -1.7187 -0.9721
13 H -2.9322 -1.1372 -0.3784
14 C 1.1468 2.3954 -0.0539
15 H 1.7351 -0.9708 -1.7664
16 C -0.0143 1.7966 0.7179
17 H 2.6858 -2.1635 -0.8700
18 H -2.1135 -2.2791 0.7256
19 H 1.4843 3.3206 0.4093
20 H 0.2718 1.5322 1.7363


4.
Entry from the OMol25 dataset: a 3-piece molecular cluster, C4H12NOS overall at a distorted geometry (the ωB97M-V functional and the def2-TZVPD basis).

Summary:
* maximum force: 0.1400 hartree/bohr
* highest occupied orbital energy: -3.45 eV
* E_tot: -18709.851 eV
* gap between HOMO and LUMO: 4.8529 eV
* total charge: -1

Atoms and positions in Å:
1 H 0.8567 1.4274 -0.0298
2 C -0.8963 -0.0320 0.1566
3 C -1.4729 -1.0608 -1.8830
4 H -1.2978 -1.1320 -3.0349
5 N -0.9680 0.1681 -1.2260
6 H -2.5481 -1.0760 -1.7667
7 C 1.1858 0.4787 2.0450
8 H 0.2801 0.9644 2.5850
9 H 0.0972 0.2283 -1.5045
10 C 0.5868 0.4982 0.6014
11 H -1.6728 0.5429 0.7534
12 H 2.3467 0.5302 -1.6267
13 H -0.9674 -1.1436 0.3788
14 S 1.2682 -1.2075 2.6163
15 O 1.5124 0.7242 -2.1334
16 H 1.2523 -0.3193 0.1045
17 H 1.9542 1.2038 2.2135
18 H -1.1036 -1.9270 -1.3538
19 H -0.4136 1.1322 3.1043


5.
Entry from the OMol25 dataset: a 2-piece molecular cluster, C4H12NOS overall (the ωB97M-V functional and the def2-TZVPD basis).

Summary:
* maximum force: 0.0105 hartree/bohr
* highest occupied orbital energy: -2.31 eV
* E_tot: -18714.718 eV
* gap between HOMO and LUMO: 5.6884 eV
* total charge: -1

Atoms and positions in Å:
1 H 1.3440 2.7102 2.8963
2 H 0.2193 -2.9434 -0.5084
3 C 0.3569 -1.8567 -3.2100
4 C 0.0766 -1.8593 -0.4748
5 H -1.4268 2.1646 0.6979
6 H 0.3776 -1.4780 0.4968
7 N 0.7394 2.6518 2.0876
8 H 0.0996 3.4369 2.1107
9 H -0.1142 1.2249 -0.0463
10 H -0.7200 -1.8222 -3.0540
11 C -0.8470 1.2006 0.7987
12 H 0.7232 0.5670 2.1378
13 H 0.6226 -1.2209 -4.0541
14 S 1.1462 -1.1389 -1.7379
15 H -0.9642 -1.5615 -0.5817
16 C -0.0105 1.3763 2.0819
17 H -0.6914 1.2962 2.9393
18 H 0.7190 -2.8642 -3.4171
19 O -1.6502 0.1164 0.8374


6.
Entry from the OMol25 dataset: a 2-piece molecular cluster, C4H12NOS overall (the ωB97M-V functional and the def2-TZVPD basis).

Summary:
* maximum force: 0.0126 hartree/bohr
* highest occupied orbital energy: -3.03 eV
* E_tot: -18715.205 eV
* gap between HOMO and LUMO: 6.2631 eV
* total charge: -1

Atoms and positions in Å:
1 O 0.7481 -0.9116 0.2455
2 H -1.5148 0.9999 0.1603
3 C 0.3330 -1.7002 -0.7796
4 H 1.6861 -3.2578 -0.2163
5 H 0.8225 -1.4438 -1.7537
6 H -0.9217 2.8998 1.5409
7 H 0.1008 0.8760 -0.4866
8 S -1.2589 2.7000 -1.4965
9 C -0.6630 1.5984 -0.1636
10 C 0.6474 -3.1888 -0.5495
11 H 0.6406 0.5057 1.4897
12 H 0.5810 3.1214 0.6966
13 N 0.5653 1.4330 1.9382
14 H 0.5039 -3.8052 -1.4450
15 H 0.0477 1.3128 2.7985
16 H 0.0543 -3.5878 0.2806
17 H -1.4738 1.7022 -2.3621
18 C -0.1265 2.3499 1.0374
19 H -0.7719 -1.6040 -0.9347


7.
Entry from the OMol25 dataset: an isolated ion of composition C4H12NP2 and charge +1 at a distorted geometry (the ωB97M-V functional and the def2-TZVPD basis).

Summary:
* maximum force: 0.0867 hartree/bohr
* highest occupied orbital energy: -13.67 eV
* SMILES string: P[C@H]1C[NH2+][C@@H](P)C1
* E_tot: -24400.940 eV
* gap between HOMO and LUMO: 10.2570 eV
* total charge: +1

Atoms and positions in Å:
1 C -0.5970 0.6329 0.9109
2 H 1.1129 -1.3992 1.4406
3 H -0.3820 -0.0709 1.7332
4 H -2.4711 -1.8873 -0.8803
5 H 0.5940 2.2670 0.2278
6 H 1.4022 1.3875 1.2021
7 H -1.2988 1.2978 1.2888
8 H 2.0347 0.9939 -1.0299
9 H 3.0016 -0.8908 0.8609
10 N 0.6613 1.2714 0.5325
11 P 1.9500 -1.3050 0.1467
12 H -1.9339 0.5648 -0.7683
13 H -2.5236 -1.3480 0.9001
14 P -1.5274 -1.8662 0.0601
15 C -1.0733 -0.0009 -0.4808
16 C 1.3584 0.3270 -0.5455
17 H -0.3380 0.7910 -2.1219
18 C 0.0246 0.0766 -1.4963
19 H 0.0055 -0.8415 -1.9806


8.
Entry from the OMol25 dataset: a 3-piece molecular cluster, C4H12NS overall at a distorted geometry (the ωB97M-V functional and the def2-TZVPD basis).

Summary:
* maximum force: 0.0734 hartree/bohr
* highest occupied orbital energy (alpha / beta): -8.67 / -9.44 eV
* spin multiplicity: 2
* E_tot: -16663.866 eV
* gap between HOMO and LUMO (alpha / beta): 9.2545 / 8.5987 eV

Atoms and positions in Å:
1 H -0.4810 -1.2259 1.1470
2 S -0.8510 -0.9148 -1.0326
3 H 1.1643 -5.0355 1.3335
4 H 0.7019 -3.4640 1.6311
5 N 0.8961 -4.3148 2.0659
6 C 0.5232 3.1645 0.3449
7 C 0.1915 -1.0325 0.3448
8 H 0.3439 -4.5802 2.8290
9 H -0.5759 3.5476 -1.9736
10 H 0.7953 -1.8435 -0.1117
11 H 0.9015 3.1918 1.3741
12 H -0.5690 -2.0019 -1.7589
13 H 0.7165 4.1679 -0.0928
14 H -0.3619 1.8919 -2.5145
15 C -0.1749 2.2362 -0.3324
16 H -0.4931 1.2654 0.0451
17 H -1.9341 2.4183 -1.6355
18 C -0.7932 2.5295 -1.6635


9.
Entry from the OMol25 dataset: a 2-piece molecular cluster, C4H12NS overall at a distorted geometry (the ωB97M-V functional and the def2-TZVPD basis).

Summary:
* maximum force: 0.0838 hartree/bohr
* highest occupied orbital energy (alpha / beta): -12.70 / -12.70 eV
* E_tot: -16658.060 eV
* gap between HOMO and LUMO (alpha / beta): 7.2822 / 7.2833 eV
* total charge: +1

Atoms and positions in Å:
1 H -2.0827 2.5441 0.0130
2 H 0.0724 0.9049 1.7519
3 H -0.2032 1.6199 -0.6612
4 H -1.0187 0.0885 -0.9398
5 H 3.4260 0.8948 1.1740
6 H -2.7648 1.2451 -0.8453
7 H -0.7037 -1.6722 0.3487
8 N -0.7910 0.8984 -0.2779
9 H 3.3910 2.1015 -0.1300
10 S 2.0679 0.2232 -0.7729
11 H 4.2980 0.5350 -0.3847
12 H -2.4761 0.9698 0.9269
13 C -0.0335 0.2297 0.8828
14 C -0.4320 -1.0899 1.1925
15 H 0.2859 -1.7755 1.7367
16 H -1.3445 -1.1035 1.8674
17 C -2.1871 1.4910 0.0178
18 C 3.4505 0.9860 0.0566


10.
Entry from the OMol25 dataset: a 3-piece molecular cluster, C4H12NS overall at a distorted geometry (the ωB97M-V functional and the def2-TZVPD basis).

Summary:
* maximum force: 0.0856 hartree/bohr
* highest occupied orbital energy: -11.39 eV
* E_tot: -16656.060 eV
* gap between HOMO and LUMO: 3.2225 eV
* total charge: +1

Atoms and positions in Å:
1 H -6.0159 -2.3695 1.7817
2 C 3.7723 -1.4583 0.4301
3 H 1.6721 -1.4413 0.1331
4 C -0.5288 0.2947 -0.9077
5 H 2.3593 1.2692 -0.3032
6 N -6.4129 -1.6017 1.2850
7 C 2.5877 0.3359 -0.8283
8 C 2.6190 -0.9167 0.0183
9 S -0.1276 1.6721 0.0068
10 H -7.0212 -1.6366 0.4985
11 H 1.6660 0.2125 -1.4238
12 H 3.8554 -2.4001 0.9668
13 H -1.2044 -0.3602 -0.3595
14 H -0.7581 0.5796 -1.9376
15 H -0.7304 2.6337 -0.6775
16 H -6.0972 -0.7027 1.5867
17 H 3.4615 0.4336 -1.4533
18 H 4.6411 -0.9250 0.0212


11.
Entry from the OMol25 dataset: an isolated ion of composition C4H12NS and charge +1 at a distorted geometry (the ωB97M-V functional and the def2-TZVPD basis).

Summary:
* maximum force: 0.0214 hartree/bohr
* highest occupied orbital energy: -13.09 eV
* SMILES string: C[C@H]([NH3+])CCS
* E_tot: -16661.335 eV
* gap between HOMO and LUMO: 9.6105 eV
* total charge: +1

Atoms and positions in Å:
1 H -1.2454 -1.2652 -1.3152
2 H -0.3082 2.4360 1.4051
3 H 2.3161 -0.8988 -1.1837
4 S -0.3531 0.3142 2.5152
5 H -1.0455 -1.9799 0.2471
6 H -0.2306 1.2597 -1.1038
7 H -1.5659 1.4977 0.8434
8 H 1.0813 -1.9966 -1.7377
9 C -0.5106 1.4274 1.0539
10 H -1.6325 -0.4631 0.0432
11 H 0.8825 -0.9759 0.6130
12 H 1.1237 -0.3776 -2.3684
13 H 1.2789 1.4259 -0.1213
14 C 0.2781 0.9866 -0.1781
15 H -0.7866 1.2664 3.3478
16 C 1.2661 -0.9681 -1.4576
17 N -0.9724 -1.1492 -0.3361
18 C 0.4242 -0.5396 -0.2669


12.
Entry from the OMol25 dataset: a 2-piece molecular cluster, C4H12NS overall (the ωB97M-V functional and the def2-TZVPD basis).

Summary:
* maximum force: 0.0070 hartree/bohr
* highest occupied orbital energy: -12.38 eV
* E_tot: -16660.543 eV
* gap between HOMO and LUMO: 7.5261 eV
* total charge: +1

Atoms and positions in Å:
1 H 0.4158 2.2061 0.9657
2 C 1.9090 -1.3017 -1.0060
3 H -1.7575 2.1327 -1.5165
4 H 1.9052 -2.3938 -0.9804
5 H -1.2687 0.4341 -1.4858
6 H -0.4571 -1.3449 1.8679
7 H -0.0460 1.6813 -1.2249
8 C 0.0205 -1.6622 0.9451
9 N -1.3325 1.3596 0.3814
10 H -0.7313 -1.6412 0.1575
11 C -1.0835 1.4159 -1.0584
12 H -2.1975 0.9286 0.6933
13 H -0.8295 1.6826 2.3054
14 H 1.2516 -0.9623 -1.7974
15 S 1.4610 -0.6351 0.6066
16 H 0.3399 -2.6906 1.0896
17 C -0.5245 1.7717 1.2728
18 H 2.9252 -0.9806 -1.2158